Entry one
C5H14N3 | ωB97M-V with the def2-TZVPD basis set

Computed properties:
HOMO-LUMO gap	4.3	eV
E_LUMO	-0.3242	Ha

The geometry in ORCA input format:
```
! RIJCOSX wB97M-V def2-TZVPD def2/J DEFGRID3
* xyz 1 1
C 2.08 0.99 -1.54
C 0.98 0.02 -1.19
C 0.19 -0.55 -2.20
C -0.98 -0.40 1.24
N -4.19 0.54 -0.01
C -3.26 -0.15 0.58
N -1.97 -0.16 0.15
N 2.70 -0.38 2.42
H 1.76 1.95 -1.17
H 2.20 1.18 -2.66
H 3.03 0.95 -0.99
H 0.89 -0.39 -0.15
H 0.27 -0.20 -3.25
H -0.65 -1.26 -1.96
H -0.57 0.55 1.54
H -0.32 -1.26 1.05
H -4.17 0.24 -0.99
H -3.65 -0.86 1.43
H -1.94 0.70 -0.45
H 1.67 -0.48 2.33
H 2.90 0.27 3.18
H 3.02 -1.31 2.64
*
```


Entry two
C5H14N3 | ωB97M-V with the def2-TZVPD basis set

Computed properties:
HOMO-LUMO gap	6.8	eV
E_LUMO	-0.2113	Ha

The geometry in ORCA input format:
```
! RIJCOSX wB97M-V def2-TZVPD def2/J DEFGRID3
* xyz 1 1
C -1.74 0.90 0.68
C 1.16 0.23 -2.03
C 2.47 -0.69 0.10
C -0.87 -1.30 0.94
C 1.63 0.20 -0.68
N -3.02 0.46 0.95
N -0.74 0.10 0.71
N -1.39 2.23 0.52
H 1.88 -0.25 -2.75
H 0.40 -0.44 -2.24
H 0.84 1.24 -2.44
H 2.54 -1.64 -0.44
H 1.99 -0.99 1.03
H 3.52 -0.29 0.39
H -0.03 -1.80 1.25
H -1.60 -1.70 1.59
H -1.25 -1.84 0.11
H 1.55 1.04 -0.19
H -3.08 -0.42 1.43
H -3.44 1.21 1.49
H -1.89 2.96 1.01
H -0.38 2.40 0.57
*
```


Entry three
C5H14N3 | ωB97M-V with the def2-TZVPD basis set

Computed properties:
HOMO-LUMO gap	9.7	eV
E_LUMO	-0.0917	Ha

The geometry in ORCA input format:
```
! RIJCOSX wB97M-V def2-TZVPD def2/J DEFGRID3
* xyz 1 1
C -2.20 -0.63 -0.42
C 1.07 -2.22 -0.14
C 1.25 0.69 -1.07
C 0.13 2.19 0.49
C 0.12 -0.15 0.94
N -3.32 -0.03 -0.21
N 0.41 -1.44 0.89
N 0.55 0.84 0.19
H -2.34 -1.48 -1.11
H 0.69 -1.95 -1.13
H 2.15 -2.08 -0.11
H 0.85 -3.27 0.03
H 1.60 1.67 -1.39
H 2.11 0.04 -0.98
H 0.58 0.31 -1.84
H -0.50 2.57 -0.32
H -0.42 2.24 1.42
H 1.01 2.83 0.57
H -0.45 0.14 1.81
H -4.23 -0.28 -0.60
H -0.01 -2.00 1.62
H -3.36 0.77 0.41
*
```


Entry four
C5H14N3 | ωB97M-V with the def2-TZVPD basis set

Computed properties:
HOMO-LUMO gap	10.5	eV
E_LUMO	-0.1318	Ha

The geometry in ORCA input format:
```
! RIJCOSX wB97M-V def2-TZVPD def2/J DEFGRID3
* xyz 1 1
C 1.24 1.86 0.04
C 0.13 2.74 -0.49
C -2.10 -1.49 -0.42
C 0.22 -2.38 -0.50
C -0.64 -1.04 -0.48
N 1.06 0.61 0.40
N 2.39 2.40 0.13
N -0.44 -0.30 0.65
H -0.83 2.83 0.11
H -0.27 2.49 -1.43
H 0.54 3.72 -0.67
H -2.38 -2.01 -1.30
H -2.17 -2.09 0.59
H -2.68 -0.58 -0.26
H 0.28 -2.78 0.58
H 1.27 -2.12 -0.67
H -0.19 -3.02 -1.21
H -0.49 -0.41 -1.39
H 1.90 0.11 0.73
H 2.52 3.38 -0.21
H 3.09 1.83 0.54
H -0.12 -0.92 1.38
*
```


Most stable to least stable, the ends of the list are entry three and entry one.


Entry one
C5H14N3 | ωB97M-V with the def2-TZVPD basis set

Computed properties:
HOMO-LUMO gap	5.9	eV
E_LUMO	-0.2714	Ha

The geometry in ORCA input format:
```
! RIJCOSX wB97M-V def2-TZVPD def2/J DEFGRID3
* xyz 1 1
C 2.98 -1.28 -0.05
C 1.72 -0.43 -0.06
C 0.73 -0.82 1.07
C -0.49 0.04 0.96
C -1.79 -0.56 0.76
N -2.96 0.07 0.70
N -0.37 1.32 1.04
N -0.87 2.02 -2.40
H 3.13 -1.66 0.97
H 2.98 -2.16 -0.69
H 3.93 -0.77 -0.20
H 1.17 -0.46 -1.00
H 0.48 -1.88 1.03
H 1.23 -0.56 2.00
H -1.94 -1.62 0.96
H -3.41 0.54 -0.08
H -3.63 -0.38 1.33
H -1.31 1.69 0.85
H -1.23 2.26 -1.49
H -1.31 1.22 -2.82
H 2.00 0.59 0.12
H -1.04 2.81 -3.02
*
```


Entry two
C5H14N3 | ωB97M-V with the def2-TZVPD basis set

Computed properties:
HOMO-LUMO gap (alpha / beta)	9.1 / 9.1	eV
E_LUMO (alpha / beta)	-0.1528 / -0.1528	Ha

The geometry in ORCA input format:
```
! RIJCOSX wB97M-V def2-TZVPD def2/J DEFGRID3
* xyz 1 1
C 0.38 1.56 0.88
C 1.26 1.74 -0.47
C -0.88 0.61 0.58
C -1.59 -1.64 -0.58
C 0.29 -1.53 0.96
N 1.65 0.52 -1.00
N 0.80 -0.27 -1.49
N -0.55 -0.79 -0.01
H 0.94 1.50 1.75
H -0.04 2.56 0.91
H 0.56 2.16 -1.16
H 2.02 2.37 -0.32
H -1.60 0.41 1.35
H -1.37 1.15 -0.18
H -1.24 -2.65 -0.99
H -2.30 -1.81 0.24
H -2.25 -1.13 -1.37
H 0.60 -0.87 1.71
H -0.34 -2.31 1.40
H 1.17 -1.94 0.42
H 2.61 0.19 -0.80
H -0.12 0.16 -1.81
*
```


Entry three
C5H14N3 | ωB97M-V with the def2-TZVPD basis set

Computed properties:
HOMO-LUMO gap	9.0	eV
E_LUMO	-0.1211	Ha

The geometry in ORCA input format:
```
! RIJCOSX wB97M-V def2-TZVPD def2/J DEFGRID3
* xyz 1 1
C -0.26 0.55 2.37
C -0.06 0.69 0.86
C 1.23 0.02 0.40
C 1.36 -0.05 -1.12
N 0.35 -0.96 -1.70
C -0.78 -0.67 -2.26
N -1.16 0.53 -2.65
N -0.72 -0.81 2.66
H 0.68 0.67 2.86
H -0.93 1.32 2.72
H -0.88 0.18 0.36
H -0.19 1.72 0.51
H 1.40 -0.92 0.90
H 2.11 0.60 0.72
H 1.33 0.97 -1.49
H 2.31 -0.48 -1.45
H 0.48 -1.87 -1.27
H -1.48 -1.46 -2.49
H -1.97 0.59 -3.24
H -0.54 1.32 -2.74
H -1.70 -0.90 2.42
H -0.57 -1.05 3.63
*
```


Most stable to least stable, the ends of the list are entry three and entry two.


Entry one
C6H15NO | ωB97M-V with the def2-TZVPD basis set

Computed properties:
HOMO-LUMO gap	9.7	eV
E_LUMO	0.0287	Ha

The geometry in ORCA input format:
```
! RIJCOSX wB97M-V def2-TZVPD def2/J DEFGRID3
* xyz 0 1
C 1.20 -1.11 -0.14
C -1.31 0.14 -0.75
C 0.56 -2.01 0.89
C -0.89 0.92 -1.98
N 1.31 -1.62 -1.39
O 1.83 -0.08 0.17
H 1.01 1.01 0.83
H 1.78 -1.06 -2.09
H 0.73 -2.39 -1.69
H -1.35 -0.93 -0.96
H -2.33 0.41 -0.46
H -0.28 -2.56 0.47
H 0.22 -1.41 1.73
H 1.30 -2.72 1.25
H -1.47 0.65 -2.87
H 0.17 0.75 -2.20
H -0.99 1.99 -1.81
C 0.15 1.78 1.27
C -0.18 1.67 2.56
H 0.16 0.83 3.15
H -0.08 2.70 0.75
H -0.69 0.66 0.21
H -0.84 2.36 3.06
*
```


Entry two
C6H15NO | ωB97M-V with the def2-TZVPD basis set

Computed properties:
HOMO-LUMO gap	9.8	eV
E_LUMO	0.0358	Ha

The geometry in ORCA input format:
```
! RIJCOSX wB97M-V def2-TZVPD def2/J DEFGRID3
* xyz 0 1
C 1.08 -1.23 1.10
N 0.70 -0.91 -0.34
C -0.03 0.41 -0.60
C -1.57 0.55 -0.20
C -1.77 0.46 1.25
C -2.27 -0.56 1.82
C 0.16 0.59 -2.11
H 1.73 -0.33 1.47
H 0.25 -1.45 1.77
H 1.92 -2.04 1.04
H 0.28 -1.63 -0.83
H 0.60 1.27 -0.24
H -2.06 1.49 -0.54
H -2.07 -0.29 -0.69
H -1.42 1.27 2.00
H -2.38 -0.47 2.90
H -2.54 -1.57 1.52
H 0.42 -0.27 -2.66
H 0.88 1.36 -2.27
H -0.67 1.16 -2.56
H 2.93 -0.05 -0.45
H 2.73 1.29 -1.09
O 3.10 0.94 -0.27
*
```


Entry three
C6H15NO | ωB97M-V with the def2-TZVPD basis set

Computed properties:
HOMO-LUMO gap	9.5	eV
E_LUMO	0.0344	Ha

The geometry in ORCA input format:
```
! RIJCOSX wB97M-V def2-TZVPD def2/J DEFGRID3
* xyz 0 1
C 1.35 -0.97 1.04
C 0.59 -1.11 2.40
O 1.39 -1.19 3.57
C 1.10 0.40 0.44
N -0.29 0.63 0.04
C -1.94 -0.25 -1.60
C -0.61 0.48 -1.37
C -0.61 1.83 -2.07
H 0.92 -1.75 0.42
H 2.37 -1.24 1.30
H -0.08 -1.98 2.38
H -0.03 -0.23 2.52
H 2.09 -1.82 3.40
H 1.36 1.20 1.13
H 1.70 0.55 -0.46
H -0.96 0.17 0.64
H -2.45 -0.47 -0.67
H -2.63 0.31 -2.23
H -1.78 -1.22 -2.07
H 0.17 -0.02 -1.93
H 0.33 2.37 -1.94
H -1.35 2.58 -1.78
H -0.63 1.72 -3.16
*
```


Most stable to least stable, the ends of the list are entry three and entry two.


Entry one
C6H15NO | ωB97M-V with the def2-TZVPD basis set

Computed properties:
HOMO-LUMO gap	9.4	eV
E_LUMO	0.0327	Ha

The geometry in ORCA input format:
```
! RIJCOSX wB97M-V def2-TZVPD def2/J DEFGRID3
* xyz 0 1
C -0.09 0.74 1.14
C -1.37 0.31 0.45
C -2.04 1.44 -0.30
O -2.25 -0.09 1.53
C 1.13 0.90 0.19
N 2.00 -0.28 0.06
C 2.06 -0.97 -1.20
C 0.91 -1.94 -1.61
H -0.29 1.73 1.60
H 0.25 0.04 1.90
H -1.08 -0.56 -0.18
H -1.65 1.49 -1.35
H -1.70 2.35 0.20
H -3.10 1.29 -0.43
H -2.91 -0.65 1.10
H 1.82 1.64 0.61
H 0.78 1.28 -0.78
H 1.79 -0.86 0.87
H 1.99 -0.18 -1.95
H 2.93 -1.61 -1.33
H 1.06 -2.34 -2.63
H 0.67 -2.72 -0.89
H -0.04 -1.37 -1.79
*
```


Entry two
C6H15NO | ωB97M-V with the def2-TZVPD basis set

Computed properties:
HOMO-LUMO gap	3.0	eV
E_LUMO	-0.1333	Ha

The geometry in ORCA input format:
```
! RIJCOSX wB97M-V def2-TZVPD def2/J DEFGRID3
* xyz 0 1
C 0.49 -1.91 -0.20
C 0.97 -0.60 0.49
C 0.15 0.63 0.10
C -1.27 0.63 0.58
C -1.93 0.86 -1.96
C -2.27 0.16 -0.58
N 2.39 -0.38 0.21
H -0.55 -2.12 0.07
H 1.03 -2.76 0.29
H 0.70 -1.99 -1.25
H 0.83 -0.66 1.60
H 0.36 0.77 -0.95
H 0.66 1.44 0.72
H -1.49 0.11 1.54
H -1.53 1.67 0.51
H -2.73 1.59 -2.34
H -2.36 0.31 -2.76
H -2.97 -0.29 0.09
H 2.65 0.32 0.95
H 2.85 -1.26 0.15
H 2.72 2.13 2.38
H -1.07 0.05 -1.73
O 2.35 1.30 2.08
*
```


Entry three
C6H15NO | ωB97M-V with the def2-TZVPD basis set

Computed properties:
HOMO-LUMO gap	6.9	eV
E_LUMO	0.0237	Ha

The geometry in ORCA input format:
```
! RIJCOSX wB97M-V def2-TZVPD def2/J DEFGRID3
* xyz 0 1
C 0.37 0.58 -0.41
C -1.10 -1.03 0.10
C -0.17 1.03 0.80
C -1.32 -1.57 -1.30
C -0.42 -2.03 1.01
C 1.00 2.76 0.81
N 1.58 -0.07 -0.49
O -0.06 1.19 -1.54
H 0.17 0.65 -2.31
H -2.03 -0.67 0.52
H 2.13 -0.07 0.36
H 2.14 0.10 -1.31
H -1.15 1.48 0.76
H 0.21 0.62 1.72
H -0.33 -1.65 2.04
H -0.36 -1.85 -1.76
H -1.82 -0.84 -1.94
H -1.95 -2.47 -1.30
H -0.97 -2.98 1.08
H 0.58 -2.28 0.65
H 2.00 2.49 1.15
H 1.02 3.26 -0.16
H 0.48 3.36 1.55
*
```


Most stable to least stable, the ends of the list are entry one and entry two.


Entry one
C6H15NO | ωB97M-V with the def2-TZVPD basis set

Computed properties:
HOMO-LUMO gap	9.0	eV
E_LUMO	0.0326	Ha

The geometry in ORCA input format:
```
! RIJCOSX wB97M-V def2-TZVPD def2/J DEFGRID3
* xyz 0 1
C -1.06 -0.90 0.29
C -1.43 -2.26 0.75
O -0.53 -3.21 0.20
C 0.43 -0.40 0.66
N 1.03 0.57 -0.19
C 0.16 1.72 -0.52
C 0.34 2.84 0.52
C 1.62 -0.03 -1.40
H -1.20 -0.81 -0.80
H -1.72 -0.14 0.72
H -1.21 -2.34 1.85
H -2.51 -2.41 0.56
H -0.98 -3.89 -0.30
H 0.20 -0.03 1.69
H 1.04 -1.28 0.81
H 0.46 2.20 -1.45
H -0.90 1.46 -0.67
H 1.23 3.47 0.47
H 0.17 2.61 1.58
H -0.45 3.56 0.31
H 1.34 -1.09 -1.47
H 2.71 -0.04 -1.28
H 1.25 0.40 -2.33
*
```


Entry two
C6H15NO | ωB97M-V with the def2-TZVPD basis set

Computed properties:
HOMO-LUMO gap	10.1	eV
E_LUMO	0.0359	Ha

The geometry in ORCA input format:
```
! RIJCOSX wB97M-V def2-TZVPD def2/J DEFGRID3
* xyz 0 1
C -0.94 -1.54 -0.96
C -1.44 -1.40 0.47
C -0.34 -1.51 1.54
C 1.25 2.07 1.91
C 0.31 0.96 1.59
C 0.60 -0.33 1.65
N -0.54 -0.27 -1.62
H -0.05 -2.15 -1.02
H -1.73 -1.97 -1.55
H -1.92 -0.43 0.62
H -2.24 -2.11 0.69
H -0.79 -1.64 2.51
H 0.27 -2.38 1.32
H 1.36 2.12 2.99
H 2.27 1.89 1.56
H 1.08 3.07 1.50
H -0.70 1.28 1.35
H 1.66 -0.58 1.70
H -0.29 0.41 -0.92
H -1.32 0.19 -2.07
H 1.72 1.68 -2.86
H 0.79 0.69 -3.61
O 0.97 1.61 -3.46
*
```


Entry three
C6H15NO | ωB97M-V with the def2-TZVPD basis set

Computed properties:
HOMO-LUMO gap	9.2	eV
E_LUMO	0.0323	Ha

The geometry in ORCA input format:
```
! RIJCOSX wB97M-V def2-TZVPD def2/J DEFGRID3
* xyz 0 1
C 0.05 -0.94 -0.67
N 0.84 0.04 0.19
C 0.14 0.66 1.38
C 0.22 -0.21 2.67
C 1.35 1.01 -0.85
C 0.90 0.65 -2.27
C 0.41 -0.77 -2.21
H 0.31 -1.95 -0.44
H -0.99 -0.96 -0.44
H -0.99 0.66 1.27
H 0.51 1.70 1.54
H -0.06 -1.14 2.31
H -0.55 0.16 3.42
H 1.20 -0.25 3.17
H 2.49 0.94 -0.75
H 1.07 2.08 -0.74
H 1.81 0.69 -2.95
H 0.17 1.34 -2.73
H 1.13 -1.43 -2.69
H -0.51 -0.88 -2.85
H -2.32 -0.94 1.39
H -3.05 0.40 1.69
O -3.07 -0.39 1.14
*
```


Most stable to least stable, the ends of the list are entry two and entry three.


Entry one
C6H15NO | ωB97M-V with the def2-TZVPD basis set

Computed properties:
HOMO-LUMO gap	9.2	eV
E_LUMO	0.0365	Ha

The geometry in ORCA input format:
```
! RIJCOSX wB97M-V def2-TZVPD def2/J DEFGRID3
* xyz 0 1
C -0.68 0.34 0.58
C -1.93 -0.49 0.96
C -2.33 -1.40 -0.18
O -3.62 -1.94 0.18
C 0.61 -0.54 0.60
N 1.59 -0.21 -0.40
C 2.54 0.86 -0.17
C 2.29 2.10 -1.03
H -0.62 1.13 1.33
H -0.73 0.86 -0.37
H -1.64 -1.01 1.88
H -2.77 0.15 1.12
H -2.40 -0.96 -1.18
H -1.65 -2.25 -0.17
H -3.79 -2.76 -0.31
H 1.07 -0.53 1.59
H 0.28 -1.57 0.50
H 1.28 -0.32 -1.35
H 2.44 1.09 0.86
H 3.56 0.51 -0.30
H 1.90 1.71 -2.00
H 3.17 2.57 -1.44
H 1.44 2.69 -0.70
*
```


Entry two
C6H15NO | ωB97M-V with the def2-TZVPD basis set

Computed properties:
HOMO-LUMO gap	10.0	eV
E_LUMO	0.0359	Ha

The geometry in ORCA input format:
```
! RIJCOSX wB97M-V def2-TZVPD def2/J DEFGRID3
* xyz 0 1
C -1.19 0.14 0.69
N -0.20 1.23 0.56
C 0.61 1.03 -0.65
C 1.66 -0.08 -0.47
C 1.31 -1.46 -0.96
C 1.29 -1.77 -2.25
C -2.46 0.34 -0.08
H -1.42 0.00 1.74
H -0.74 -0.80 0.37
H -0.67 2.13 0.57
H -0.03 0.66 -1.46
H 1.03 2.01 -0.88
H 2.65 0.33 -0.73
H 1.94 -0.19 0.59
H 1.34 -2.26 -0.24
H 1.21 -2.83 -2.49
H 1.17 -1.05 -3.05
H -3.17 -0.43 0.22
H -2.98 1.29 0.13
H -2.43 0.34 -1.18
H 0.95 -0.07 3.28
H -0.04 1.01 2.78
O 0.16 0.42 3.52
*
```


Most stable to least stable, the ends of the list are entry one and entry two.


Entry one
C6H15NO | ωB97M-V with the def2-TZVPD basis set

Computed properties:
HOMO-LUMO gap	8.6	eV
E_LUMO	0.0342	Ha

The geometry in ORCA input format:
```
! RIJCOSX wB97M-V def2-TZVPD def2/J DEFGRID3
* xyz 0 1
C 0.16 0.26 -0.42
C 0.25 -0.95 0.34
C -1.14 1.02 -0.49
C 1.12 0.53 -1.55
C -0.44 -1.86 -1.14
C -0.63 -1.16 1.54
N 0.70 2.06 1.68
O 1.24 0.94 1.02
H 1.25 -1.37 0.40
H 1.28 2.87 1.48
H 0.79 1.93 2.69
H 0.64 0.38 -2.52
H -1.45 1.20 -1.52
H -1.98 0.57 0.02
H -0.98 1.99 -0.02
H 1.43 1.57 -1.47
H 2.00 -0.11 -1.49
H -0.37 -2.09 2.05
H -0.77 -2.76 -0.63
H 0.37 -2.07 -1.82
H -1.30 -1.43 -1.64
H -0.50 -0.30 2.21
H -1.68 -1.20 1.26
*
```


Entry two
C6H15NO | ωB97M-V with the def2-TZVPD basis set

Computed properties:
HOMO-LUMO gap	9.5	eV
E_LUMO	0.0366	Ha

The geometry in ORCA input format:
```
! RIJCOSX wB97M-V def2-TZVPD def2/J DEFGRID3
* xyz 0 1
C -1.68 -0.44 -1.02
C -2.59 -1.65 -1.33
C -0.49 -0.91 -0.15
N 0.17 0.27 0.44
C -0.28 0.43 1.83
C 1.64 0.33 0.38
C 2.11 1.62 -0.32
O 3.15 2.30 0.36
H -2.18 0.27 -0.37
H -1.36 -0.02 -1.97
H -2.81 -2.32 -0.51
H -3.52 -1.26 -1.76
H -2.11 -2.29 -2.08
H 0.27 -1.46 -0.71
H -0.78 -1.61 0.64
H 0.10 -0.40 2.46
H -1.37 0.37 1.83
H -0.01 1.36 2.31
H 1.96 -0.53 -0.21
H 2.09 0.35 1.38
H 2.46 1.45 -1.35
H 1.28 2.33 -0.32
H 3.97 1.81 0.47
*
```


Entry three
C6H15NO | ωB97M-V with the def2-TZVPD basis set

Computed properties:
HOMO-LUMO gap	9.6	eV
E_LUMO	0.0340	Ha

The geometry in ORCA input format:
```
! RIJCOSX wB97M-V def2-TZVPD def2/J DEFGRID3
* xyz 0 1
C 0.70 1.23 0.44
N 0.09 0.29 1.39
C -0.65 -0.87 0.83
C 0.32 -1.81 0.16
C -0.42 -2.94 -0.54
O 0.34 -3.87 -1.33
C -0.45 2.31 0.12
C -0.10 3.32 -1.03
H 1.01 0.85 -0.51
H 1.57 1.74 0.83
H 0.78 -0.08 2.02
H -1.13 -1.35 1.65
H -1.41 -0.48 0.12
H 1.13 -2.31 0.81
H 1.07 -1.33 -0.50
H -0.83 -3.55 0.27
H -1.01 -2.49 -1.36
H 1.10 -4.09 -0.77
H -1.41 1.81 -0.10
H -0.68 2.90 1.03
H -0.66 4.19 -0.67
H -0.30 2.99 -2.03
H 0.95 3.53 -0.82
*
```


Entry four
C6H15NO | ωB97M-V with the def2-TZVPD basis set

Computed properties:
HOMO-LUMO gap	9.2	eV
E_LUMO	0.0320	Ha

The geometry in ORCA input format:
```
! RIJCOSX wB97M-V def2-TZVPD def2/J DEFGRID3
* xyz 0 1
C 1.23 1.22 -0.32
C 1.53 1.82 -1.73
O 0.43 1.95 -2.57
C -0.22 1.30 0.15
N -0.69 0.25 1.03
C -0.01 -2.00 1.76
C -0.53 -1.17 0.62
C -1.91 -1.59 0.12
H 1.87 1.65 0.45
H 1.54 0.17 -0.40
H 2.38 1.33 -2.19
H 1.89 2.84 -1.52
H 0.22 1.13 -2.99
H -0.28 2.28 0.63
H -0.89 1.40 -0.71
H -0.39 0.46 1.98
H -0.74 -2.16 2.55
H 0.46 -2.91 1.42
H 0.81 -1.46 2.26
H 0.06 -1.18 -0.30
H -1.89 -2.64 -0.26
H -2.15 -1.10 -0.82
H -2.72 -1.58 0.83
*
```


Most stable to least stable, the ends of the list are entry four and entry one.